The following is a quantum chemistry calculation of C3H4N2O2 in the gas phase, from OMol25.

ORCA input file:
```
! RIJCOSX wB97M-V def2-TZVPD def2/J DEFGRID3
* xyz 0 1
C -1.54136 -0.28292 0.01997
N -0.15688 -0.11673 0.41393
N 0.65830 -1.14331 -0.01801
C 1.74023 -0.55037 -0.32714
O 1.79362 0.76477 -0.01640
C 0.51462 1.08474 0.43426
O 0.15669 2.17965 0.76656
H -1.57863 -0.82824 -0.93257
H -2.05683 -0.85681 0.78524
H -1.98858 0.70235 -0.11123
H 2.45881 -0.95313 -1.01462
*
```

Computed properties:
* energy above the lowest of the compared OMol25 structures with the same formula, charge and spin: 195.3 kJ/mol
* LUMO energy: 0.876 eV
* SMILES string: Cn1ncoc1=O
* HOMO-LUMO gap: 10.48 eV



The following is a quantum chemistry calculation of 2 unconnected molecules or ions with the total composition C4H11N3O2 in a non-equilibrium geometry, from OMol25.

ORCA input file:
```
! RIJCOSX wB97M-V def2-TZVPD def2/J DEFGRID3
* xyz 1 2
C 2.94925 -1.37840 1.50498
C 2.21668 -0.08187 1.62027
O 1.52974 0.25875 0.49029
O 2.21647 0.65976 2.56369
H 2.65430 -2.15956 2.20338
H 4.01689 -1.25382 1.66644
H 2.68786 -1.81515 0.54115
C -0.07371 0.12036 -1.84377
C -2.10125 0.42842 -0.42855
N -1.45445 0.06999 0.65019
N -1.48104 0.40110 -1.62861
N -3.44024 0.71385 -0.50058
H 0.84934 0.88174 0.77728
H -1.88366 0.32785 1.53650
H -2.06339 0.16830 -2.42869
H -3.67779 1.23881 -1.32957
H -3.91662 1.15445 0.27591
H 0.48688 1.03976 -1.65153
H 0.16907 -0.15388 -2.86456
H 0.31567 -0.62046 -1.15421
*
```

Computed properties:
* energy above the lowest of the compared OMol25 structures with the same formula, charge and spin: 176.7 kJ/mol
* LUMO energy (spin up / spin down): -3.434 / -8.468 eV
* expectation value of S²: 0.776
* HOMO-LUMO gap (spin up / spin down): 9.86 / 4.81 eV



The following is a quantum chemistry calculation of C5H6O in the gas phase, from OMol25.

ORCA input file:
```
! RIJCOSX wB97M-V def2-TZVPD def2/J DEFGRID3
* xyz 0 1
C 1.17002 0.90295 -1.17665
C 0.98596 0.86054 0.34207
C -0.08357 -0.09171 0.62724
C -1.03400 -0.83995 0.65032
C -2.13373 -1.76321 0.82408
O -2.80793 -2.20964 -0.07599
H 1.52198 -0.06028 -1.55579
H 0.21586 1.11680 -1.64007
H 1.89426 1.67021 -1.45541
H 0.65641 1.84068 0.70797
H 1.91442 0.61043 0.86996
H -2.29969 -2.03682 1.88227
*
```

Computed properties:
* energy above the lowest of the compared OMol25 structures with the same formula, charge and spin: 174.8 kJ/mol
* LUMO energy: 0.345 eV
* SMILES string: CCC#CC=O
* HOMO-LUMO gap: 10.73 eV



The following is a quantum chemistry calculation of a gas-phase ion, C12H16BrN2 (charge +1) in a non-equilibrium geometry, from OMol25.

ORCA input file:
```
! RIJCOSX wB97M-V def2-TZVPD def2/J DEFGRID3
* xyz 1 1
C 1.41683 -1.15433 -1.22946
C 0.93603 -1.53113 0.15603
C 2.06507 -2.21784 1.03275
C 0.24982 -0.33490 0.80561
N -0.12523 -0.66615 2.18102
N 1.42529 0.76681 0.97403
C 0.94340 2.06478 1.10492
C -0.11088 2.46165 0.41585
Br -0.50286 4.38582 0.35238
C -0.96763 1.61679 -0.42929
C -1.89088 2.04934 -1.38433
C -2.78088 1.17567 -1.98299
C -2.91716 -0.11384 -1.43777
C -1.95018 -0.59378 -0.56190
C -0.88383 0.25837 -0.11507
H 0.59692 -1.23325 -2.02522
H 2.14412 -1.93638 -1.67294
H 1.72619 -0.12796 -1.38290
H 0.12282 -2.12992 0.01600
H 2.94977 -1.64317 0.80127
H 2.26789 -3.23965 0.61211
H 1.96939 -2.37183 2.12125
H -0.55815 -1.56968 2.09566
H -0.81146 0.03273 2.71878
H 1.94258 0.51505 0.02174
H 1.99472 0.40458 1.73293
H 1.56335 2.75544 1.59228
H -1.71580 3.05222 -1.68517
H -3.37297 1.57095 -2.79102
H -3.77343 -0.62260 -1.67655
H -1.95285 -1.62378 -0.36001
*
```

Computed properties:
* energy above the lowest of the compared OMol25 structures with the same formula, charge and spin: 0.0 kJ/mol
* LUMO energy: -3.621 eV
* SMILES string: CC(C)[C@@]1(N)[NH2+]C=C(Br)c2ccccc21
* HOMO-LUMO gap: 9.04 eV



The following is a quantum chemistry calculation of 23 unconnected molecules or ions with the total composition C6H55N2O22 in a non-equilibrium geometry, from OMol25.

ORCA input file:
```
! RIJCOSX wB97M-V def2-TZVPD def2/J DEFGRID3
* xyz 0 2
C 0.73576 -1.02464 -2.91567
C -0.02768 0.28618 -2.68132
N -0.09873 0.57115 -1.23656
C 0.97743 0.87966 -0.39733
C 0.54365 0.91406 0.92954
N -0.78704 0.58992 0.95147
C -1.21080 0.47373 -0.38413
C -1.53428 0.32564 2.14723
H 0.21465 -1.84520 -2.42249
H 1.73671 -1.09356 -2.48969
H 0.81767 -1.31506 -3.96307
H -1.05705 0.20743 -3.03102
H 0.42565 1.08331 -3.27055
H 1.92326 1.02049 -0.89928
H 1.08299 0.97789 1.86305
H -2.15144 0.11173 -0.77214
H -2.62200 0.36238 2.08715
H -1.29947 0.97652 2.98944
H -1.42663 -0.73243 2.38599
O 0.73100 3.66566 -2.84446
H -0.19675 3.49962 -2.67730
H 0.78077 4.60768 -3.00676
O -0.70686 -3.62405 -4.58759
H -0.80322 -4.55462 -4.38512
H -1.31174 -3.18452 -3.98995
O 1.74155 -2.40575 0.92190
H 1.54845 -1.96426 1.74896
H 0.89402 -2.73378 0.62138
O 3.23573 3.68506 -1.25523
H 2.42270 3.50054 -1.72552
H 3.37860 4.62303 -1.38178
O -4.18436 1.45426 3.86511
H -3.39194 1.90600 4.15535
H -4.63871 1.22236 4.67506
O 4.48933 0.18135 0.04481
H 5.43468 0.04735 -0.02291
H 4.11619 -0.40356 -0.61465
O 0.86166 2.09282 4.39590
H 1.45990 1.36495 4.22693
H 1.38351 2.72158 4.89446
O -2.50624 3.45043 1.22913
H -1.64196 3.44191 1.64047
H -2.32492 3.50451 0.29082
O -0.37125 -1.11255 5.51265
H 0.01394 -1.67417 4.84001
H 0.37559 -0.65796 5.90229
O -0.05226 4.20008 2.46106
H 0.67718 3.74266 2.87930
H 0.36251 4.88932 1.94226
O 0.92091 -4.65635 -1.56809
H 0.74076 -5.41412 -2.12448
H 1.61731 -4.18388 -2.02419
O -3.12463 -1.65605 5.22244
H -3.49931 -1.13191 5.93035
H -2.22543 -1.33873 5.13893
O -0.90271 -2.83139 0.67028
H -1.47635 -3.41177 1.17062
H -1.15552 -2.97229 -0.24212
O 3.66458 -2.31517 -0.99346
H 2.88768 -2.33408 -0.43462
H 3.43405 -2.86329 -1.74355
O 1.75197 0.17807 -6.24422
H 2.16274 1.01020 -6.00959
H 1.17202 0.39418 -6.97441
O -4.52140 1.77943 0.69066
H -4.77849 1.56515 1.58744
H -3.79801 2.39839 0.78978
O -4.89859 1.22589 -1.83601
H -4.17647 1.45532 -2.42093
H -4.60547 1.50966 -0.97010
O 2.16724 -0.03037 3.74402
H 2.87016 -0.45569 3.25287
H 2.30112 -0.31352 4.64853
O -1.84171 2.54987 4.92477
H -0.97242 2.24208 4.66819
H -1.67600 3.17884 5.62702
O 2.76317 -3.67116 -3.68155
H 3.17179 -2.98828 -4.21347
H 2.04272 -3.99677 -4.22114
O -2.53399 -2.49854 -2.09254
H -3.18656 -3.01036 -2.57048
H -2.92905 -2.34795 -1.23377
O 3.53016 -1.48925 -4.95835
H 4.22915 -0.86450 -4.76513
H 2.85457 -0.96723 -5.39112
*
```

Computed properties:
* LUMO energy (spin up / spin down): -0.431 / -0.442 eV
* expectation value of S²: 0.757
* HOMO-LUMO gap (spin up / spin down): 3.04 / 7.17 eV



The following is a quantum chemistry calculation of a molecular structure, C42H69P4PtSi in a non-equilibrium geometry, from OMol25.

ORCA input file:
```
! RIJCOSX wB97M-V def2-TZVPD def2/J DEFGRID3
* xyz 1 1
Pt -0.31156 0.29574 0.11747
C -1.28355 -3.01993 3.96103
C -1.42737 -2.15262 2.71354
C -2.39457 -2.76589 1.70476
P 0.09964 -1.59555 1.75393
C 1.59635 -1.45687 2.88422
C 2.18325 -2.78143 3.36675
C 1.39512 -0.49127 4.05375
C 0.63591 -2.99626 0.71304
C 0.57647 -4.30401 1.18853
C 1.08442 -5.35071 0.44203
C 1.65651 -5.09755 -0.79332
C 1.68154 -3.80534 -1.28453
C 1.18204 -2.74024 -0.54801
Si 1.18833 -0.94293 -1.20597
C 2.99468 -0.35296 -1.14781
C 3.98583 -1.06708 -1.80454
C 5.28455 -0.59731 -1.86851
C 5.60698 0.60216 -1.25615
C 4.63661 1.31495 -0.57793
C 3.32763 0.84428 -0.51555
P 2.01795 1.80662 0.31666
C 2.85228 2.53286 1.87660
C 3.34366 3.97621 1.86453
C 3.93569 1.60099 2.42126
C 1.81069 3.20299 -0.93341
C 1.07297 2.61493 -2.13414
C 3.07214 3.89087 -1.44488
C 0.54823 -0.78004 -2.99207
C 1.39043 -0.54705 -4.06963
C 0.88137 -0.29044 -5.32985
C -0.48925 -0.26453 -5.52790
C -1.34633 -0.48793 -4.46343
C -0.83437 -0.73435 -3.19590
P -1.88713 -1.02938 -1.73535
C -2.66686 -2.69334 -2.18423
C -3.15182 -2.87613 -3.61809
C -1.67517 -3.80158 -1.85257
C -3.31024 0.19249 -1.80352
C -2.80570 1.53043 -2.32217
C -4.63478 -0.18781 -2.45105
H -2.26121 -3.09554 4.43777
H -0.59417 -2.58517 4.68028
H -0.95611 -4.02841 3.72647
H -1.85455 -1.19227 3.03751
H -2.08658 -3.77146 1.43130
H -2.42338 -2.15523 0.79788
H -3.39872 -2.81977 2.11936
H 2.32938 -1.01689 2.19249
H 1.51093 -3.30520 4.03840
H 3.10798 -2.57803 3.90321
H 2.43489 -3.42792 2.53168
H 0.47134 -0.68248 4.59476
H 1.38940 0.53491 3.70720
H 2.21492 -0.60415 4.76085
H 0.14622 -4.51845 2.15281
H 1.04533 -6.35703 0.83014
H 2.07558 -5.90783 -1.36869
H 2.09909 -3.62315 -2.26380
H 3.73440 -2.00300 -2.27914
H 6.03999 -1.15624 -2.39952
H 6.61479 0.98668 -1.30843
H 4.90313 2.25035 -0.11336
H 2.01737 2.50464 2.59121
H 3.51975 4.28883 2.89385
H 2.60977 4.65099 1.43040
H 4.28488 4.07520 1.33084
H 4.90354 1.82681 1.98431
H 3.70954 0.55740 2.20957
H 4.02503 1.72447 3.49918
H 1.16617 3.94456 -0.44396
H 1.74374 1.98355 -2.71465
H 0.70940 3.40590 -2.78722
H 0.22606 1.99518 -1.81543
H 3.72432 3.17530 -1.93946
H 3.63001 4.39692 -0.66612
H 2.78155 4.63921 -2.18140
H 2.45837 -0.56997 -3.91430
H 1.54967 -0.11470 -6.15936
H -0.89700 -0.07803 -6.51072
H -2.41322 -0.46231 -4.62744
H -3.52209 -2.77264 -1.50118
H -2.32397 -2.84230 -4.32146
H -3.89091 -2.13997 -3.91065
H -3.61610 -3.85813 -3.69778
H -0.80898 -3.75378 -2.50865
H -2.14571 -4.77346 -1.98215
H -1.32537 -3.72043 -0.82864
H -3.49667 0.31124 -0.72862
H -2.59208 1.50400 -3.38747
H -1.88573 1.79299 -1.79515
H -3.54374 2.30799 -2.13570
H -4.57140 -0.19706 -3.53580
H -5.37772 0.56088 -2.17705
H -4.99689 -1.15135 -2.10085
C -1.35559 2.65433 4.11851
C -0.91421 1.81086 2.92882
P -1.83810 1.87695 1.32334
C -1.81225 3.72657 1.10835
C -2.17494 4.29129 -0.25853
C -3.54475 1.60580 2.02174
C -4.75708 1.67350 1.09974
H -0.60702 2.55652 4.90313
H -2.30306 2.31388 4.52620
H -1.43342 3.70912 3.87028
H -0.89595 0.75914 3.22603
H 0.11167 2.08339 2.66169
H -0.79076 4.03759 1.35388
H -2.49147 4.15036 1.85429
H -1.52896 3.89596 -1.03822
H -2.05306 5.37409 -0.23945
H -3.20940 4.07580 -0.51561
H -3.66120 2.36511 2.80035
H -3.52020 0.62833 2.51179
H -4.71635 2.52804 0.42894
H -5.65612 1.76575 1.70694
H -4.86460 0.76699 0.51289
*
```

Computed properties:
* energy above the lowest of the compared OMol25 structures with the same formula, charge and spin: 85.4 kJ/mol
* LUMO energy (spin up / spin down): -2.619 / -2.620 eV
* HOMO-LUMO gap (spin up / spin down): 6.72 / 6.72 eV



The following is a quantum chemistry calculation of a molecular structure, C4H7NOS in a non-equilibrium geometry, from OMol25.

ORCA input file:
```
! RIJCOSX wB97M-V def2-TZVPD def2/J DEFGRID3
* xyz 0 1
C 2.02972 0.57371 0.09385
C 0.50928 0.29373 0.07462
C -1.89403 0.85955 0.10792
C -0.49949 1.44366 -0.18415
H 2.13418 -1.30657 0.07800
H 2.25909 1.26332 -0.68919
H 2.28048 1.13713 1.06439
H -2.15313 1.11938 1.11912
H -2.73222 1.18402 -0.45465
H -0.26302 1.69562 -1.21932
H -0.19723 2.27601 0.44693
N 0.07298 -0.88162 0.00642
O 2.80696 -0.60691 -0.06524
S -1.57297 -0.96039 -0.02635
*
```

Computed properties:
* energy above the lowest of the compared OMol25 structures with the same formula, charge and spin: 114.1 kJ/mol
* LUMO energy: 0.827 eV
* HOMO-LUMO gap: 9.35 eV



The following is a quantum chemistry calculation of 2 unconnected molecules or ions with the total composition C33H26Cl2FN4O in a non-equilibrium geometry, from OMol25.

ORCA input file:
```
! RIJCOSX wB97M-V def2-TZVPD def2/J DEFGRID3
* xyz 1 1
Cl -1.22136 -1.12294 3.86755
C -2.60097 -1.98655 3.23419
N -2.48035 -2.83014 2.20088
F -0.41245 -1.89637 0.80555
C -3.69887 -3.28542 1.73113
Cl -3.73334 -4.55493 0.55044
C -4.93328 -2.94667 2.34545
C -4.97251 -2.25762 3.58210
C -3.72889 -1.80324 4.02772
H -5.83734 -3.38864 1.91696
H -5.89562 -2.14323 4.17421
H -3.52360 -1.29845 4.95695
C -1.32022 -2.31535 -1.69723
O -0.93553 -0.97344 -1.28356
C 0.17022 -1.15888 -0.34814
C 1.30315 -2.07829 -0.83905
C 1.90656 -1.92893 -2.06631
C 2.74476 -2.95019 -2.51380
C 2.96195 -4.09276 -1.73548
C 2.44118 -4.15322 -0.43736
C 1.66904 -3.09866 0.03633
C 0.72546 0.23901 0.11427
N 2.01048 0.64373 -0.11057
C 3.28071 0.04616 -0.23970
C 4.12824 0.62395 -1.18343
C 5.30105 -0.01734 -1.51984
C 5.75519 -1.09102 -0.75343
C 5.03457 -1.48623 0.38665
C 3.80536 -0.87644 0.69160
N 2.07815 2.00455 -0.17647
C 0.85346 2.44742 -0.11244
C 0.42896 3.83150 -0.25145
C -0.72608 4.33254 0.36800
C -1.09407 5.68191 0.26013
C -0.33211 6.54031 -0.52495
C 0.76031 6.06271 -1.25516
C 1.11612 4.70551 -1.17780
N -0.04580 1.38024 0.01923
C -1.45554 1.47154 -0.01148
C -2.13105 1.04280 1.11879
C -3.50850 1.25397 1.25478
C -4.22317 1.70930 0.12907
C -3.54826 1.95213 -1.09365
C -2.14096 1.84465 -1.16524
H -2.40645 -2.42115 -1.73759
H -0.89492 -2.44297 -2.66621
H -0.91640 -3.07593 -1.02326
H 1.74657 -1.04210 -2.69918
H 3.26082 -2.82333 -3.47508
H 3.59700 -4.92038 -2.12336
H 2.67893 -4.96946 0.22764
H 1.32184 -3.07792 1.07260
H 3.84750 1.57663 -1.61115
H 5.87818 0.31579 -2.38206
H 6.69484 -1.58361 -0.98172
H 5.40994 -2.28111 1.06676
H 3.27071 -1.04385 1.64210
H -1.41449 3.64788 0.87595
H -2.00545 6.02654 0.77428
H -0.59791 7.58333 -0.58943
H 1.31430 6.72436 -1.91617
H 1.85862 4.28322 -1.85825
H -1.53354 0.48679 1.84183
H -3.99127 0.98368 2.19538
H -5.29998 1.84051 0.20084
H -4.15078 2.15043 -2.00550
H -1.64312 1.98368 -2.10383
*
```

Computed properties:
* LUMO energy: -3.450 eV
* HOMO-LUMO gap: 8.02 eV